# 1
Molecular formula: C23H27FN4O3
Method: DFT, ωB97M-V/def2-TZVPD

Geometry as XYZ:
```
58
Properties=species:S:1:pos:R:3:forces:R:3:nbo_charge:R:1
O 2.48744 -0.74529 -1.65477 0.32 0.19 0.24 -0.632
C 1.72784 -1.53143 -2.18144 0.05 -0.70 0.05 0.673
C 1.59894 -2.98858 -1.70117 0.19 0.18 -0.17 -0.309
N 0.45775 -3.14359 -0.81466 0.10 0.02 -0.12 -0.431
C -0.72668 -3.45642 -1.39094 -0.34 -0.01 0.08 0.665
O -0.87773 -3.50312 -2.60007 -0.17 -0.16 -0.06 -0.630
C -1.84114 -3.83246 -0.43089 -0.21 -0.38 -0.29 -0.153
O -1.85473 -3.09839 0.76887 0.19 0.32 0.10 -0.478
C -0.62845 -2.86107 1.32558 0.17 -0.02 0.21 0.254
C -0.59129 -2.53887 2.67390 -0.03 -0.07 -0.24 -0.236
C 0.61228 -2.24054 3.28570 0.00 0.01 0.00 -0.215
C 1.77907 -2.25577 2.54323 0.01 -0.01 0.03 -0.218
C 1.74807 -2.56218 1.19383 -0.02 -0.07 0.00 -0.235
C 0.54904 -2.87707 0.56571 -0.26 0.02 0.41 0.141
N 0.93402 -1.26199 -3.22632 -0.40 0.09 -0.44 -0.617
C 0.83112 0.05394 -3.81167 0.00 0.33 -0.15 -0.226
C -0.61692 0.53672 -3.89969 0.10 -0.10 0.29 -0.414
C -1.32915 0.46669 -2.54238 0.02 0.06 -0.13 -0.210
N -0.46110 0.90098 -1.47060 -0.17 -0.03 -0.03 -0.462
C -0.82611 0.40243 -0.16454 0.23 -0.09 0.23 -0.228
C 0.34010 0.65593 0.79779 -0.38 -0.36 0.00 -0.223
N 0.59001 2.07718 0.89771 0.26 -0.01 -0.21 -0.431
C 0.03426 2.81795 1.91631 -0.08 0.37 0.31 0.096
C 0.05048 2.31354 3.22874 -0.05 0.04 -0.06 -0.235
C -0.43685 3.02639 4.30259 -0.07 0.00 0.08 -0.207
C -0.95856 4.29803 4.13059 0.00 0.04 -0.01 -0.242
C -0.98338 4.83463 2.85754 0.04 -0.07 0.00 -0.278
C -0.50572 4.10662 1.78665 -0.07 0.02 0.03 0.388
F -0.61160 4.70925 0.56696 0.03 -0.17 0.08 -0.351
C 0.88070 2.61045 -0.41453 -0.02 0.32 -0.32 -0.212
C -0.25705 2.33561 -1.40302 0.27 0.02 0.07 -0.241
H 2.50932 -3.28993 -1.18595 -0.09 0.08 -0.09 0.227
H 1.43334 -3.64660 -2.55803 0.06 0.07 0.17 0.241
H -1.73831 -4.91067 -0.21720 -0.01 0.17 -0.05 0.196
H -2.80645 -3.66807 -0.91508 0.24 -0.02 0.00 0.226
H -1.52209 -2.52187 3.21747 -0.13 -0.02 0.07 0.231
H 0.63387 -1.99370 4.33563 0.00 0.03 0.10 0.220
H 2.72227 -2.01377 3.00688 0.10 0.03 0.03 0.221
H 2.66683 -2.51858 0.63490 0.06 0.04 -0.12 0.232
H 0.27293 -1.96616 -3.53034 0.16 -0.09 0.17 0.423
H 1.41550 0.71991 -3.17501 -0.02 -0.05 -0.15 0.237
H 1.27098 0.04088 -4.81623 0.01 0.08 0.12 0.193
H -0.61154 1.55980 -4.27712 -0.02 0.01 -0.11 0.209
H -1.17116 -0.07761 -4.61209 -0.07 0.07 -0.10 0.207
H -1.59891 -0.57423 -2.34366 -0.03 0.04 0.02 0.197
H -2.26683 1.04867 -2.59002 0.00 -0.09 0.03 0.174
H -1.02222 -0.66866 -0.22996 -0.03 -0.05 -0.02 0.194
H -1.73669 0.89261 0.23162 0.02 -0.06 -0.01 0.166
H 0.11068 0.22258 1.76852 0.06 0.01 -0.01 0.215
H 1.23779 0.17952 0.39250 -0.09 -0.04 0.07 0.223
H 0.48144 1.34008 3.40306 0.07 -0.08 -0.02 0.213
H -0.39772 2.58784 5.28868 0.02 -0.05 0.08 0.211
H -1.33755 4.86147 4.96803 -0.03 0.06 0.08 0.214
H -1.38628 5.81776 2.66810 -0.03 0.09 -0.06 0.225
H 1.10360 3.67327 -0.36003 0.01 -0.10 0.01 0.220
H 1.77283 2.08463 -0.77280 -0.04 0.06 -0.05 0.209
H 0.02294 2.71091 -2.38750 0.01 0.04 -0.06 0.200
H -1.17326 2.86035 -1.07938 0.04 0.00 -0.05 0.174
```
Positions in Å, forces in eV/Å.

**SMILES string**: O=C(CN1C(=O)COc2ccccc21)NCCCN1CCN(c2ccccc2F)CC1
**Energy relative to the best compared isomer or geometry (same formula, charge and spin)**: 78.0 kJ/mol
**Charge**: 0
**Electronic energy**: -1437.28024 Eh
**Kohn-Sham gap**: 8.09 eV



# 2
Molecular formula: C2H4N4O2
Method: DFT, ωB97M-V/def2-TZVPD

Geometry as XYZ:
```
12
Properties=species:S:1:pos:R:3:forces:R:3:nbo_charge:R:1
N -2.69998 -0.02848 -0.00230 -0.15 0.62 -0.40 -0.830
C -1.31007 0.08154 -0.16567 -0.45 0.13 2.59 0.599
N -0.61516 1.26219 0.14063 -0.41 -4.35 -2.15 -0.552
C 0.70713 0.76313 0.09277 3.53 2.40 0.34 0.704
O 1.83679 1.35445 -0.18199 -5.70 -2.72 1.17 -0.597
N 0.69329 -0.67423 0.52699 2.39 0.91 -3.63 -0.040
O 1.98315 -1.20372 -0.01252 -1.69 2.46 -1.23 -0.563
N -0.51766 -1.12718 -0.32950 1.36 3.17 1.07 -0.482
H -3.12665 0.94191 0.22410 0.66 -2.65 -0.63 0.438
H -3.35778 -0.93348 -0.13812 2.64 3.18 0.27 0.448
H 2.27953 -0.41530 -0.69487 -0.78 -2.28 2.38 0.486
H -0.76039 -1.89304 0.25169 -1.41 -0.86 0.22 0.390
```
Positions in Å, forces in eV/Å.

**SMILES string**: Nc1nc(=O)n(O)[nH]1
**Energy relative to the best compared isomer or geometry (same formula, charge and spin)**: 307.0 kJ/mol
**Charge**: 0
**Electronic energy**: -447.98549 Eh
**Kohn-Sham gap**: 10.36 eV



# 3
Molecular formula: C7H28N14O7
Method: DFT, ωB97M-V/def2-TZVPD

Geometry as XYZ:
```
56
Properties=species:S:1:pos:R:3:forces:R:3:lowdin_spin:R:1
C 4.35596 -2.68630 3.74426 -3.18 -1.67 -1.17 0.006
O 3.98817 -3.53271 4.48370 -2.07 -2.70 3.14 0.002
N 3.61640 -2.14125 2.80702 -2.44 1.90 -1.92 0.005
N 5.58053 -2.43761 3.59570 7.34 2.24 0.31 0.001
H 3.99795 -1.32938 2.34291 -0.73 -0.28 -0.38 0.003
H 2.68761 -2.49571 2.62873 0.23 0.38 0.06 0.005
H 5.82474 -1.53294 3.21882 0.53 -0.25 0.05 0.001
H 6.13311 -2.80613 4.35658 0.32 0.35 -0.18 0.000
C 2.34975 0.86076 4.14632 4.25 3.58 1.33 0.003
O 2.87043 1.95564 3.93896 -1.00 0.95 -1.17 0.000
N 2.95246 0.11729 5.05961 1.16 -3.21 2.59 0.001
N 1.34132 0.28809 3.62531 -4.06 -2.29 -2.04 0.003
H 2.82516 -0.88025 4.96580 0.22 0.01 0.49 0.000
H 3.77595 0.41080 5.56540 -0.33 0.30 -0.53 0.000
H 0.74568 0.62667 2.88322 -0.08 0.26 -0.19 0.001
H 1.07870 -0.59657 4.03580 -0.27 0.23 -0.28 0.003
C -2.96175 1.75639 -5.29294 -0.40 -0.14 -1.79 0.042
O -3.78661 1.43636 -6.12352 -0.90 0.11 -0.90 0.018
N -2.11607 2.76042 -5.40955 1.14 2.83 -1.14 0.008
N -2.72658 1.08084 -4.21977 -0.13 -2.97 3.45 0.031
H -1.34059 2.82686 -4.76588 -0.09 0.39 -0.64 0.010
H -2.19862 3.26659 -6.27966 0.50 0.20 0.42 0.001
H -3.10926 0.14702 -4.26034 0.16 -0.04 0.67 0.049
H -1.95841 1.30361 -3.60302 -0.26 -0.43 -0.13 0.022
C -1.10462 -3.87156 -2.32949 1.11 0.66 2.28 0.143
O -0.72407 -3.74205 -1.14477 -0.98 0.02 -0.04 0.014
N -0.26540 -4.03731 -3.27750 5.39 -1.39 -3.32 0.073
N -2.29062 -3.76751 -2.84354 -3.45 0.18 1.68 0.085
H 0.69795 -4.23369 -3.04617 -0.16 0.17 -0.02 0.016
H -0.50564 -4.09670 -4.25671 -0.08 0.08 0.18 0.065
H -2.39883 -3.79470 -3.84735 -0.71 0.38 0.18 0.082
H -2.92242 -3.43552 -2.12891 -1.05 0.13 -0.84 0.052
C -0.45629 -0.19887 0.46561 -1.22 -0.80 -4.21 0.041
O -0.25067 0.68338 1.24327 0.85 2.24 2.89 0.010
N -0.03143 -1.43538 0.48239 2.73 -2.47 3.30 0.014
N -1.07437 -0.05163 -0.71939 -1.29 1.14 -0.84 0.036
H -0.17165 -2.18462 -0.18024 -0.29 -0.02 -0.48 0.003
H 0.77191 -1.52801 1.08752 -0.23 -0.57 0.14 0.005
H -1.39044 -0.94007 -1.08113 -0.35 0.53 -0.85 0.031
H -1.46836 0.83165 -1.01043 -0.36 -0.37 0.21 0.010
C 2.57623 2.61557 -0.06991 -1.29 2.41 -1.86 0.011
O 3.22972 3.11742 -0.93642 1.49 1.43 -1.72 0.005
N 2.92700 1.69209 0.71893 4.20 -6.34 4.32 0.003
N 1.32235 2.84106 0.27738 -3.60 1.71 -0.09 0.003
H 2.30803 1.37182 1.44996 0.66 0.26 -0.03 0.001
H 3.87175 1.34875 0.81726 -0.17 0.33 -0.47 0.002
H 0.97180 2.04631 0.79272 -1.46 1.05 -0.24 0.001
H 0.74399 3.61815 -0.00852 0.30 -0.48 -0.19 0.004
C -4.93643 2.39931 -0.81531 -1.18 2.49 -3.35 0.029
O -5.40948 2.74869 -1.90556 1.04 -0.72 0.66 0.004
N -5.62651 1.93924 0.15919 -5.28 -3.17 3.53 0.011
N -3.75440 2.61508 -0.30703 5.17 1.48 -0.19 0.010
H -6.53327 1.54509 -0.04703 0.13 0.10 0.18 0.003
H -5.23394 1.76089 1.07252 -0.38 -0.20 -0.42 0.008
H -3.63807 2.43394 0.67975 0.55 0.27 -0.51 0.005
H -3.15985 3.31067 -0.73454 0.01 -0.25 0.08 0.006
```
Positions in Å, forces in eV/Å.

**Energy relative to the best compared isomer or geometry (same formula, charge and spin)**: 159.5 kJ/mol
**⟨S²⟩**: 0.75
**2S+1**: 2
**Charge**: -1
**Electronic energy**: -1576.89433 Eh
**Kohn-Sham gap (spin up / spin down)**: 2.04 / 9.19 eV



# 4
Molecular formula: C3H5NO2S
Method: DFT, ωB97M-V/def2-TZVPD

Geometry as XYZ:
```
12
Properties=species:S:1:pos:R:3:forces:R:3:nbo_charge:R:1
C -1.18802 0.27740 -0.21235 -4.87 3.02 -0.17 0.345
C 0.61973 -1.22641 -0.00791 -2.08 1.30 -4.02 -0.543
C 1.04947 0.20654 -0.38086 -1.51 0.33 -0.19 0.244
N -0.25491 1.05039 -0.27613 1.83 0.26 -0.85 -0.493
O -3.04476 1.05127 -0.20287 3.62 -3.29 -1.46 -0.781
O 1.90174 0.66741 0.58063 -0.01 0.53 1.22 -0.673
S -1.22076 -1.38013 -0.17664 0.57 -1.50 0.50 0.337
H 1.06130 -1.91321 -0.64252 0.69 -1.43 -1.72 0.229
H 1.05849 -1.43565 0.84574 1.15 -0.97 4.88 0.220
H 1.56485 0.29916 -1.36423 -0.79 0.11 0.58 0.201
H -2.85210 1.65475 0.47800 0.40 1.47 1.52 0.444
H 1.30498 0.74848 1.35914 1.01 0.19 -0.28 0.472
```
Positions in Å, forces in eV/Å.

**Energy relative to the best compared isomer or geometry (same formula, charge and spin)**: 385.3 kJ/mol
**Charge**: 0
**Electronic energy**: -720.59975 Eh
**Kohn-Sham gap**: 9.94 eV



# 5
Molecular formula: C2HFO2Sn
Method: DFT, ωB97M-V/def2-TZVPD

Geometry as XYZ:
```
7
Properties=species:S:1:pos:R:3:forces:R:3:nbo_charge:R:1
C -0.15065 -0.38349 -0.57783 1.90 1.64 0.28 -0.645
C 1.01863 -0.14821 0.03570 4.10 -2.54 2.13 0.759
O 2.12127 -0.61360 0.27121 -3.95 2.58 -0.96 -0.483
O -1.27413 0.48053 -0.17533 0.50 4.21 2.15 -0.879
H -0.93731 1.04846 0.68705 0.64 -1.19 -1.07 0.578
Sn -1.84614 -1.19825 -0.95404 -3.16 -4.12 -1.78 1.309
F 0.44344 1.17240 1.25925 -0.03 -0.57 -0.76 -0.640
```
Positions in Å, forces in eV/Å.

**Energy relative to the best compared isomer or geometry (same formula, charge and spin)**: 0.0 kJ/mol
**Charge**: 0
**Electronic energy**: -541.29342 Eh
**Kohn-Sham gap**: 7.07 eV



# 6
Molecular formula: C28H33BeN2O
Method: DFT, ωB97M-V/def2-TZVPD

Geometry as XYZ:
```
65
Properties=species:S:1:pos:R:3:forces:R:3:nbo_charge:R:1
C 2.28392 -0.37356 2.11176 0.28 0.40 -0.78 -0.699
C 2.42550 -1.04942 0.84437 0.41 0.82 -0.31 -0.264
C 2.16506 -0.12997 -0.18620 0.54 -0.58 0.45 -0.287
H 2.75754 -2.07824 0.70822 -0.44 0.27 0.09 0.213
C 1.90089 1.13979 0.38926 0.16 -0.15 1.03 -0.356
C 1.97769 1.01269 1.80008 1.21 0.13 -0.93 -0.373
H 1.78184 2.07395 -0.15627 -0.23 -0.24 0.22 0.201
C -1.07187 -1.86696 2.53621 0.21 -0.47 -0.80 -0.461
C 0.05699 -2.59989 2.02100 -0.91 -0.08 -0.07 -0.420
C -0.11563 -2.72065 0.61857 -0.45 0.22 -0.03 -0.340
H 0.81706 -3.09007 2.62703 -0.15 0.15 -0.16 0.209
C -1.28442 -2.00503 0.24269 0.39 -0.44 0.95 -0.119
C -1.88959 -1.50322 1.42575 0.41 -0.24 -0.14 -0.330
H 2.25129 -0.33555 -1.25103 -0.22 -0.04 0.21 0.200
H 2.02090 1.84334 2.50791 -0.44 -0.43 -0.22 0.233
H 2.65048 -0.73905 3.07343 -0.26 0.11 -0.36 0.242
H -2.86111 -1.00722 1.47479 0.45 0.02 0.11 0.200
H 0.49725 -3.30096 -0.07234 0.07 0.42 0.29 0.202
H -1.38248 -1.83112 3.57786 0.24 0.31 -0.27 0.223
Be 0.42748 -0.31919 2.10317 -0.88 -0.50 0.79 1.706
C -1.80022 -1.76922 -1.15218 -0.01 0.40 0.04 -0.040
C -3.31611 -2.01111 -1.16533 -0.10 -0.14 -0.35 -0.614
C -1.11307 -2.68025 -2.17587 -0.19 0.08 -0.07 -0.618
H -3.52714 -3.03982 -0.84225 0.05 0.24 0.03 0.203
H -3.70048 -1.85875 -2.17796 -0.06 -0.09 0.27 0.231
H -3.82910 -1.31524 -0.49133 0.07 -0.17 -0.09 0.201
H -1.26432 -3.73177 -1.90261 0.08 0.16 -0.05 0.211
H -0.03670 -2.47769 -2.23869 -0.14 -0.05 0.08 0.207
H -1.55863 -2.50730 -3.16195 0.09 -0.08 0.07 0.212
C -1.47505 -0.28361 -1.48576 -0.08 0.00 -0.28 -0.530
C -1.98093 0.23581 -2.82632 -0.19 -0.41 -0.20 0.700
H -0.38196 -0.14537 -1.43263 -0.28 -0.05 0.06 0.245
H -1.90962 0.37372 -0.71191 0.10 -0.27 -0.21 0.249
O -2.88758 -0.28316 -3.47797 0.57 0.56 0.27 -0.654
N -1.37230 1.36461 -3.31149 -0.06 0.61 -0.02 -0.635
C -0.21377 2.08815 -2.79424 -0.26 -0.20 0.15 -0.238
H -1.81667 1.74258 -4.14013 0.14 -0.25 0.14 0.396
C 1.11691 1.50576 -3.24632 0.23 -0.13 -0.24 -0.038
C 2.30238 2.15180 -2.87437 0.01 -0.28 -0.15 -0.225
H 2.23308 3.07813 -2.29484 0.16 -0.34 -0.13 0.210
C 3.54146 1.61504 -3.23136 -0.23 0.09 -0.08 -0.148
H 4.45397 2.11614 -2.90676 -0.21 -0.15 -0.11 0.203
C 3.60949 0.44941 -4.00379 -0.27 0.06 0.09 -0.246
H 4.57801 0.04204 -4.29797 -0.27 0.09 0.13 0.209
C 2.42816 -0.18200 -4.40158 -0.17 0.32 0.14 -0.208
H 2.45426 -1.08594 -5.00898 0.07 0.19 0.14 0.211
C 1.18321 0.34590 -4.02892 0.26 0.16 0.11 -0.220
H 0.25619 -0.13230 -4.35769 0.38 0.09 0.18 0.229
H -0.24455 2.12457 -1.68859 0.02 -0.06 -0.44 0.231
H -0.28544 3.13197 -3.14290 -0.03 -0.34 0.14 0.210
C 0.55460 -0.32248 5.10157 0.55 -0.55 0.59 -0.638
C -0.28045 0.69718 4.46226 -1.24 1.52 -0.63 0.087
C -1.03522 1.74788 5.01248 0.53 -0.77 -0.26 -0.329
C -1.59154 2.46752 3.92596 0.35 -0.36 -0.77 -0.351
C -1.15263 1.83940 2.75310 0.35 -0.42 1.97 0.101
C -1.43102 2.23916 1.36852 -0.31 0.30 -0.75 -0.628
N -0.37075 0.75965 3.09242 -0.31 0.54 0.00 -0.804
H 0.33311 -1.33195 4.72251 0.12 0.21 0.17 0.214
H 0.38815 -0.31123 6.18444 0.09 -0.08 -0.13 0.211
H 1.62337 -0.12989 4.91917 -0.18 -0.12 0.16 0.200
H -1.13367 1.94016 6.07342 -0.06 0.04 -0.09 0.194
H -2.22813 3.34307 3.92621 0.04 -0.05 0.21 0.195
H -2.50885 2.13213 1.16340 0.29 0.07 -0.22 0.208
H -1.15295 3.29687 1.23963 -0.15 -0.22 -0.19 0.205
H -0.86630 1.65077 0.63133 -0.15 0.14 0.28 0.211
```
Positions in Å, forces in eV/Å.

**Energy relative to the best compared isomer or geometry (same formula, charge and spin)**: 2.0 kJ/mol
**Charge**: -1
**Electronic energy**: -1286.32418 Eh
**Kohn-Sham gap**: 6.52 eV



no.,maximum force (eV/A)
1,0.71
2,6.42
3,8.75
4,5.73
5,5.49
6,2.06